Entry 1:
45
Properties=species:S:1:pos:R:3:forces:R:3:lowdin_charge:R:1 method="wB97M-V/def2-TZVPD" orbital_gap_ev=8.70 smiles="CSCC[C@H]1Nc2ccc(S(=O)(=O)N3CCOCC3)cc2NC1=O" de_lowest_kcal_mol=0.2 homo_ev=-8.3
C -3.57949 2.75239 5.57316 -0.109 -0.223 -0.453 -0.405
S -4.36746 2.46591 3.96445 0.144 0.100 -0.069 0.790
C -2.93091 1.88770 3.00742 -0.485 0.012 0.383 -0.506
C -2.52917 0.46674 3.37571 0.310 0.120 -0.187 -0.213
C -1.42709 -0.06327 2.44760 -0.041 -0.205 0.595 -0.225
N -1.88827 -0.06835 1.07938 -0.286 0.082 0.060 0.079
C -1.04641 0.05396 0.01387 0.325 0.052 -0.337 -0.187
C -1.43407 -0.27864 -1.28447 0.226 0.024 0.083 0.001
C -0.56421 -0.09331 -2.34386 -0.044 0.027 -0.065 -0.077
C 0.69831 0.41738 -2.11250 0.390 0.244 -0.558 -0.285
S 1.84924 0.61863 -3.46872 0.154 -0.236 -0.058 0.669
O 2.80199 1.62032 -3.09111 0.010 -0.103 0.310 -0.282
O 1.09661 0.77144 -4.67732 -0.229 -0.225 0.095 -0.278
N 2.70038 -0.80106 -3.62227 -0.414 0.978 -0.075 -0.236
C 3.68974 -1.12527 -2.62304 0.197 -0.167 0.589 -0.157
C 3.11824 -2.08437 -1.57274 0.155 0.213 0.011 -0.180
O 2.55922 -3.22854 -2.18145 0.137 -0.171 -0.059 -0.125
C 1.52309 -2.88516 -3.07735 -0.106 0.090 -0.224 -0.179
C 2.03364 -1.95249 -4.18148 -0.429 -0.481 -0.002 -0.157
C 1.10016 0.77773 -0.83729 -0.176 -0.012 0.137 -0.008
C 0.23226 0.60436 0.22418 -0.201 -0.279 -0.392 -0.154
N 0.57859 0.99109 1.51823 0.422 0.295 -0.200 0.173
C -0.15651 0.77071 2.63327 -0.176 -0.187 0.013 -0.430
O 0.19617 1.17098 3.71989 -0.051 -0.014 0.201 0.088
H -3.29874 1.80649 6.02635 0.068 0.021 0.154 0.027
H -2.70842 3.38639 5.43660 0.070 0.069 0.108 0.037
H -4.31397 3.25500 6.19342 -0.012 0.042 0.099 0.026
H -2.11151 2.58565 3.17858 0.057 0.010 -0.109 0.079
H -3.23930 1.94515 1.96361 0.059 0.057 0.009 0.069
H -2.14497 0.44256 4.39585 -0.067 -0.091 -0.034 0.109
H -3.40288 -0.18555 3.31550 0.025 -0.050 0.018 0.112
H -1.16495 -1.08671 2.78056 0.052 0.235 -0.043 0.163
H -2.76871 -0.53361 0.91927 0.088 0.022 -0.014 0.151
H -2.42447 -0.67303 -1.45334 -0.125 -0.047 -0.029 0.116
H -0.85613 -0.32724 -3.35467 -0.119 -0.044 -0.117 0.117
H 4.01832 -0.18805 -2.17604 0.200 -0.123 0.086 0.116
H 4.53821 -1.60352 -3.12538 -0.040 0.081 0.039 0.135
H 3.90725 -2.45073 -0.91391 -0.035 0.117 0.010 0.129
H 2.34952 -1.57152 -0.97309 0.122 -0.089 -0.031 0.113
H 1.16950 -3.82665 -3.50064 -0.067 0.101 -0.019 0.129
H 0.70225 -2.40113 -2.52534 0.087 -0.116 -0.076 0.112
H 1.21943 -1.58459 -4.80427 -0.004 -0.226 -0.107 0.117
H 2.75327 -2.49219 -4.80747 -0.074 0.064 0.008 0.134
H 2.07641 1.21484 -0.69870 0.147 0.091 0.114 0.124
H 1.44584 1.49954 1.63954 -0.155 -0.055 0.136 0.168

=====

Entry 2:
15
Properties=species:S:1:pos:R:3:forces:R:3:lowdin_charge:R:1 method="wB97M-V/def2-TZVPD" orbital_gap_ev=9.88 smiles=Cc1cnn(C)c1 de_lowest_kcal_mol=17.3 homo_ev=-8.9
C -0.82848 -1.92383 1.23173 -0.010 -0.104 0.072 -0.064
C -0.03391 -0.96239 0.40200 -0.027 0.122 -0.040 -0.272
C 0.71369 -1.13421 -0.79136 -0.024 -0.120 -0.011 -0.118
N 1.09120 0.02288 -1.31753 -0.150 -0.086 0.149 0.062
N 0.63866 0.95399 -0.46050 -0.183 0.020 0.069 -0.228
C 0.35588 2.29504 -0.92527 0.034 0.160 -0.037 -0.029
C -0.03631 0.39674 0.57345 -0.062 0.008 -0.038 -0.064
H -1.17591 -2.77173 0.63449 0.111 0.074 0.084 0.075
H -1.71975 -1.40656 1.60553 0.141 -0.178 0.003 0.075
H -0.28389 -2.31145 2.09809 0.003 -0.004 -0.138 0.073
H 0.97279 -2.05814 -1.29699 -0.044 0.151 0.107 0.105
H -0.30455 2.22972 -1.79477 0.122 0.124 0.073 0.090
H 1.25826 2.84798 -1.18590 -0.008 -0.133 0.008 0.084
H -0.17549 2.81009 -0.12203 0.161 0.044 -0.148 0.083
H -0.47220 1.01185 1.34909 -0.065 -0.078 -0.150 0.127

=====

Entry 3:
69
Properties=species:S:1:pos:R:3:forces:R:3:mulliken_spin:R:1 method="wB97M-V/def2-TZVPD" orbital_gap_ev="6.96 / 6.99" s2=0.76 de_lowest_kcal_mol=11.3 spin_multiplicity=2 homo_ev="-10.2 / -10.2" total_charge=+1
Co -0.02121 -0.10930 -0.30839 -0.993 0.872 -0.155 1.027
C -3.14136 1.28134 2.32807 0.079 0.126 0.221 0.002
C -2.58654 1.26140 3.61224 -0.079 -0.123 -0.346 -0.001
C -1.23755 1.07393 3.72489 0.162 0.052 -0.228 0.003
C -0.44263 0.88768 2.56941 -1.561 0.222 -0.668 -0.003
N -0.99850 0.86690 1.32569 0.437 -0.125 0.539 -0.011
C -2.31504 1.10032 1.24702 -0.236 0.194 0.056 0.001
N 0.87170 0.79618 2.78599 2.259 -0.362 0.097 0.002
C 1.77716 0.53063 1.89158 -1.747 0.158 -0.035 0.001
N 1.57984 0.17194 0.57404 1.067 -0.029 0.466 -0.025
C 2.81539 0.05147 -0.01610 -0.735 -0.423 -1.172 0.009
N 3.10616 -0.20776 -1.25477 1.176 0.778 1.697 0.002
C 2.25033 -0.58139 -2.20208 -1.231 -0.643 -0.896 -0.003
C 2.81593 -0.79976 -3.48171 -0.262 0.040 0.223 0.002
C 2.08265 -1.40539 -4.46225 -0.252 -0.010 0.235 -0.001
C 0.78996 -1.82740 -4.13925 0.119 -0.021 -0.036 0.002
C 0.28050 -1.53541 -2.89633 -0.126 -0.322 -0.366 -0.001
N 0.94178 -0.86277 -1.94565 0.591 0.471 0.026 -0.014
C 3.84909 0.29882 0.96244 0.454 0.223 1.382 0.001
C 5.23044 0.25721 0.87321 -0.435 0.035 -0.151 -0.001
C 5.95001 0.60566 2.00400 -0.010 0.063 0.184 0.000
C 5.30526 0.99075 3.18014 0.222 -0.078 -0.043 0.000
C 3.92425 0.98507 3.28672 -0.454 -0.128 -0.254 0.001
C 3.19607 0.61114 2.16685 1.504 0.089 -0.466 -0.001
H -4.19159 1.46366 2.18269 -0.168 0.024 -0.090 0.000
H -3.20786 1.40252 4.48313 -0.035 0.021 0.095 0.000
H -0.72853 1.08739 4.67610 0.044 -0.020 0.025 0.000
H -2.72692 1.16949 0.25192 -0.038 -0.085 -0.020 -0.001
H 3.84379 -0.51402 -3.62690 0.112 0.054 0.055 0.000
H 2.50693 -1.59482 -5.43492 0.026 -0.026 -0.128 0.000
H 0.20614 -2.39083 -4.84570 -0.183 -0.070 -0.057 0.000
H -0.70101 -1.90287 -2.63565 -0.060 0.086 -0.021 -0.002
H 5.70663 -0.03049 -0.05146 0.082 0.025 -0.066 0.000
H 7.02839 0.58485 1.97323 0.105 0.040 0.021 0.000
H 5.89877 1.29419 4.02972 0.056 -0.023 0.066 0.000
H 3.42188 1.26494 4.19842 -0.038 0.031 0.132 0.000
C -2.90611 0.40646 -3.36769 -0.530 -0.431 0.157 -0.001
C -3.85540 -0.57668 -3.07817 0.487 0.522 -0.128 0.000
C -3.70285 -1.32465 -1.93234 0.409 -0.057 0.477 -0.004
C -2.61356 -1.08311 -1.08335 -0.094 0.851 -1.210 0.005
N -1.68205 -0.13902 -1.38482 -0.897 -0.846 -0.130 -0.009
C -1.84050 0.56787 -2.50748 0.067 0.281 -0.032 -0.010
C -2.41968 -1.76856 0.17959 0.426 -0.818 1.626 0.004
C -3.45785 -2.41189 0.86615 0.184 0.245 -0.576 -0.001
C -3.22383 -2.92648 2.12167 0.537 0.016 0.322 0.000
C -1.94924 -2.79475 2.67315 -0.413 -0.044 -0.177 -0.001
C -0.96438 -2.17591 1.92542 -0.069 -0.047 -0.012 0.004
N -1.18495 -1.67102 0.71859 -0.722 -0.279 -0.581 0.016
H -3.00790 1.03306 -4.23945 0.102 0.027 -0.070 0.000
H -4.69413 -0.74296 -3.73364 -0.105 -0.037 -0.099 0.000
H -4.41706 -2.09784 -1.69752 -0.005 -0.065 0.079 0.000
H -1.08221 1.30867 -2.71491 0.143 -0.037 0.069 0.003
H -4.43954 -2.47546 0.42259 -0.079 -0.001 0.019 0.000
H -4.01309 -3.40722 2.67980 -0.068 -0.024 0.005 0.000
H -1.73009 -3.15113 3.66646 0.032 -0.079 0.080 0.000
H 0.03764 -2.05772 2.31755 0.053 0.036 -0.018 0.001
C -0.58910 4.67262 -1.24518 -0.102 -0.351 0.070 0.000
C -0.94539 3.31267 -0.66798 -0.050 0.391 0.023 0.000
O 0.02005 2.31846 -1.01058 0.277 0.071 -0.164 0.011
H -1.41008 5.36326 -1.08182 -0.084 0.164 0.038 0.000
H -0.40903 4.59376 -2.31393 0.030 0.032 -0.118 0.000
H 0.29687 5.07743 -0.76275 0.135 0.076 0.025 0.000
H -1.89589 2.97123 -1.08500 0.050 -0.046 0.077 0.000
H -1.04700 3.37815 0.42208 -0.051 -0.055 -0.142 0.000
H 0.88728 2.67123 -0.77883 0.060 -0.117 -0.010 -0.005
N 1.18340 -3.02802 -0.08944 0.248 -0.184 0.100 0.001
H 1.49358 -3.28146 0.84154 0.065 -0.148 -0.043 0.000
H 1.98133 -3.11892 -0.70603 0.096 -0.083 0.002 0.000
H 0.50044 -3.71737 -0.38001 0.015 -0.077 0.015 0.000

=====

Entry 4:
39
Properties=species:S:1:pos:R:3:forces:R:3:mulliken_spin:R:1 method="wB97M-V/def2-TZVPD" orbital_gap_ev="6.62 / 4.99" s2=6.05 spin_multiplicity=5 homo_ev="-9.3 / -10.5" total_charge=+1
Ir 0.01811 0.20883 -0.11031 0.020 0.364 -0.259 2.158
S -2.28007 0.18627 -0.88694 -1.286 -0.419 -0.127 0.143
S 2.38810 -0.31542 -0.23174 1.144 -0.727 0.124 0.140
C -3.45208 0.79325 0.36245 -0.125 -0.069 -0.125 0.018
C -2.57010 -1.63337 -0.84084 -0.366 0.364 -0.297 0.002
C -1.52945 -2.37825 -0.03989 0.337 -0.017 0.125 0.020
N -0.18116 -1.95940 -0.48728 -0.156 -1.654 -0.225 0.060
C 0.93073 -2.67563 0.18043 -0.373 0.057 0.040 0.013
C 2.24410 -2.14775 -0.34307 0.490 0.313 -0.104 0.000
H -2.57040 -1.96024 -1.88748 0.043 0.039 0.157 0.000
H -3.57466 -1.81696 -0.45026 0.137 0.074 -0.043 0.004
H -1.68122 -3.45626 -0.15295 0.036 -0.003 -0.038 -0.005
H -1.60407 -2.13635 1.02120 -0.033 -0.003 0.033 -0.009
H 0.87548 -3.75713 0.01502 -0.033 0.043 -0.035 -0.004
H 0.83437 -2.49669 1.25168 0.016 0.020 0.060 -0.004
H 2.37090 -2.38640 -1.40461 -0.054 0.031 0.113 -0.001
H 3.08938 -2.59479 0.18707 -0.103 0.092 -0.056 0.005
C 3.20606 -0.10633 1.37853 0.118 -0.076 -0.093 0.019
H -0.11518 -2.17911 -1.49258 -0.010 0.238 0.372 -0.025
H 2.62054 -0.53831 2.18899 -0.043 0.036 -0.095 -0.004
H 3.31583 0.96673 1.53809 -0.059 -0.059 -0.028 0.001
H 4.20023 -0.56116 1.33231 -0.196 0.094 -0.030 0.005
H -3.29021 1.86782 0.44898 0.046 -0.064 -0.014 0.002
H -3.29161 0.32068 1.33031 0.098 0.006 -0.070 -0.004
H -4.47259 0.61391 0.00878 0.236 0.039 0.044 0.004
C 0.53838 1.26646 -3.22280 -0.059 -0.689 -0.373 0.032
C 0.37072 -0.03940 -3.45757 0.054 0.525 0.232 0.001
H 1.52400 1.69147 -3.05910 -0.079 -0.053 -0.069 0.001
H -0.30298 1.95338 -3.21239 0.080 -0.096 -0.086 0.000
H 1.21242 -0.72204 -3.48779 0.041 0.030 -0.056 0.004
H -0.61179 -0.46083 -3.63976 -0.011 0.044 -0.058 0.002
S 0.49842 5.95049 4.09505 -0.172 -1.628 -1.130 0.261
C 0.35614 4.57675 3.08172 0.402 3.750 2.602 -0.060
S 0.03623 3.08347 3.67255 -0.569 -2.594 1.107 0.029
C 0.02494 2.20184 2.18522 -0.114 -0.581 0.164 0.185
C 0.27506 3.00409 1.06439 0.033 -0.286 -1.185 0.065
S 0.35518 2.51673 -0.63512 -0.160 0.847 2.766 0.510
S 0.53042 4.66869 1.45645 0.336 0.472 -2.655 -0.016
S -0.28816 0.45095 2.24327 0.334 1.537 -0.687 0.448

=====

Computed energy, in the same sequence as the records: -1845.80000; -304.80793; -3056.56778; -3376.61274 a.u..